{"formula": "C2H4N2OS", "method": "wB97M-V/def2-TZVPD", "symbols": ["N", "C", "C", "N", "O", "S", "H", "H", "H", "H"], "coordinates": [[2.649, 0.452, 0.085], [1.533, 0.229, 0.168], [-0.078, -0.065, 0.043], [-0.800, 0.734, 0.862], [-0.412, 0.243, -1.284], [-0.054, -1.906, 0.199], [-1.760, 0.410, 0.792], [-0.341, 0.858, 1.763], [-0.410, 1.175, -1.522], [-0.328, -2.128, -1.106]], "nbo_charge": [-0.33, 0.19, 0.29, -0.85, -0.72, -0.04, 0.40, 0.40, 0.50, 0.16], "charge": 0, "lumo_ev": 0.6, "de_lowest_kj_mol": 228.07, "max_force_ha_per_bohr": 0.107, "total_energy_ha": -661.49867, "e_homo_ev": -9.80, "orbital_gap_ev": 10.37}